14
Properties=species:S:1:pos:R:3:nbo_charge:R:1 method="wB97M-V/def2-TZVPD" homo_lumo_gap_ha=0.356 smiles=F[C@H](Cl)[C@@]1(S)C[C@@H]1S e_above_lowest_kj_mol=73.1 homo_energy_ev=-9.082
F 1.609 -1.956 0.874 -0.338
C 1.074 -1.411 -0.266 0.193
Cl 2.343 -0.574 -1.129 -0.038
C -0.022 -0.419 0.114 -0.222
S -1.388 -1.362 0.887 0.012
C 0.376 0.839 0.789 -0.410
C -0.368 0.880 -0.575 -0.393
S -1.991 1.554 -0.646 0.021
H 0.666 -2.221 -0.826 0.194
H -2.054 -1.438 -0.321 0.129
H -0.208 1.263 1.625 0.237
H 1.434 1.066 0.828 0.239
H 0.241 1.117 -1.435 0.243
H -1.712 2.662 0.082 0.133

15
Properties=species:S:1:pos:R:3:nbo_charge:R:1 method="wB97M-V/def2-TZVPD" homo_lumo_gap_ha="0.319 / 0.330" e_above_lowest_kj_mol=665.1 homo_energy_ev="-9.185 / -9.076"
C -1.722 1.631 -0.470 -0.485
C -0.593 -1.412 0.599 -0.690
C -0.088 -0.465 -0.478 -0.407
N 2.535 -0.444 -0.534 -1.189
O 1.290 0.652 1.457 -0.952
S 1.379 0.338 0.054 1.863
H -2.612 1.129 -0.393 0.176
H -1.027 1.733 0.445 0.199
H -1.500 2.300 -1.280 0.181
H -1.587 -1.951 0.345 0.225
H -0.585 -1.193 1.683 0.242
H 0.078 -2.172 0.590 0.226
H -0.152 -1.098 -1.391 0.240
H 3.397 -0.599 -0.028 0.406
H 1.186 1.551 -0.598 -0.036

58
Properties=species:S:1:pos:R:3:lowdin_charge:R:1 method="wB97M-V/def2-TZVPD" homo_lumo_gap_ha="0.145 / 0.156" e_above_lowest_kj_mol=352.5 homo_energy_ev="-18.071 / -18.070" total_charge=+3
Pd -0.214 -0.194 0.743 0.863
C 0.180 1.257 4.067 0.003
C 0.765 1.327 2.709 -0.241
C 1.669 0.361 2.193 -0.077
C 2.210 0.527 0.904 -0.124
C 1.886 1.660 0.130 0.011
C 1.030 2.649 0.654 0.007
C 0.471 2.475 1.902 -0.003
H 0.662 2.024 4.688 0.134
H 0.336 0.292 4.544 0.102
H -0.883 1.509 4.046 0.108
H 1.999 -0.441 2.840 0.126
H 2.966 -0.158 0.547 0.110
H 2.333 1.774 -0.850 0.145
H 0.799 3.538 0.080 0.150
H -0.206 3.219 2.302 0.151
C -2.725 -1.497 -1.178 -0.158
P -2.166 -1.551 0.532 0.935
C -3.552 -1.215 1.630 -0.159
C -1.593 -3.243 0.874 -0.339
C -0.434 -3.533 -0.073 -0.337
P 0.834 -2.227 0.143 0.869
C 1.912 -2.838 1.460 -0.191
C 1.785 -2.083 -1.380 -0.181
H -3.412 -2.343 -1.297 0.103
H -1.910 -1.579 -1.895 0.071
H -3.281 -0.584 -1.381 0.076
H -4.110 -2.155 1.685 0.092
H -4.193 -0.435 1.225 0.074
H -3.227 -0.937 2.632 0.081
H -2.454 -3.900 0.714 0.126
H -1.313 -3.333 1.926 0.111
H -0.746 -3.575 -1.118 0.103
H 0.054 -4.485 0.156 0.122
H 2.274 -3.819 1.133 0.091
H 1.373 -2.970 2.398 0.076
H 2.781 -2.204 1.612 0.058
H 2.045 -3.093 -1.711 0.092
H 2.711 -1.531 -1.234 0.063
H 1.195 -1.604 -2.163 0.073
O -1.140 0.971 -0.829 -0.023
C -1.991 1.509 -0.033 -0.552
O -1.978 1.044 1.164 -0.105
C -2.902 2.563 -0.459 -0.114
C -2.771 3.117 -1.736 0.094
C -3.656 4.105 -2.111 -0.070
C -4.670 4.555 -1.281 0.146
C -4.773 3.973 -0.029 -0.071
C -3.909 2.992 0.409 0.092
N -5.853 4.420 0.897 -0.342
O -6.450 5.413 0.582 0.159
O -5.983 3.769 1.909 0.109
N -3.508 4.702 -3.470 -0.342
O -4.349 5.492 -3.801 0.157
O -2.538 4.346 -4.099 0.112
H -2.010 2.805 -2.439 0.140
H -5.354 5.332 -1.600 0.156
H -4.043 2.588 1.404 0.138

94
Properties=species:S:1:pos:R:3:lowdin_charge:R:1 method="wB97M-V/def2-TZVPD" s2=8.780 spin_multiplicity=6 homo_lumo_gap_ha="0.129 / 0.194" e_above_lowest_kj_mol=188.3 homo_energy_ev="-3.494 / -7.656"
Ir 0.003 0.113 0.182 1.070
O -1.527 0.637 -1.308 -0.237
N -2.760 0.219 -1.176 -0.192
C -3.549 0.327 -2.255 0.011
C -4.859 -0.063 -2.208 -0.037
C -5.367 -0.588 -1.025 -0.060
C -4.540 -0.699 0.056 -0.073
C -3.198 -0.284 -0.015 -0.619
S -2.115 -0.401 1.314 0.668
H -3.054 0.738 -3.125 0.145
H -5.473 0.031 -3.093 0.115
H -6.401 -0.910 -0.964 0.117
H -4.887 -1.113 0.993 0.111
C 3.016 -2.134 0.521 -0.365
C 3.830 -3.355 0.970 -0.396
As 3.249 -5.179 0.447 1.311
C 4.623 -6.069 1.510 -0.433
C 4.211 -7.077 2.380 -0.130
C 5.131 -7.737 3.189 -0.091
C 6.474 -7.389 3.134 -0.090
C 6.895 -6.386 2.266 -0.082
C 5.976 -5.733 1.459 -0.120
C 4.106 -5.298 -1.309 -0.401
C 3.745 -4.412 -2.324 -0.110
C 4.252 -4.555 -3.610 -0.081
C 5.119 -5.599 -3.903 -0.091
C 5.471 -6.499 -2.904 -0.086
C 4.965 -6.352 -1.619 -0.118
P 1.444 -1.691 1.377 0.976
C 0.266 -3.078 1.411 -0.397
C -0.024 -3.828 0.267 -0.121
C -1.070 -4.740 0.272 -0.067
C -1.852 -4.909 1.407 -0.077
C -1.592 -4.148 2.540 -0.084
C -0.553 -3.232 2.540 -0.143
C 2.054 -1.538 3.093 -0.363
C 2.260 -2.639 3.929 -0.106
C 2.884 -2.474 5.158 -0.069
C 3.308 -1.213 5.568 -0.076
C 3.097 -0.114 4.749 -0.071
C 2.473 -0.276 3.518 -0.096
H 2.801 -2.144 -0.543 0.040
H 3.618 -1.242 0.706 0.087
H 3.910 -3.383 2.054 0.048
H 4.844 -3.226 0.589 0.067
H 3.163 -7.348 2.421 0.087
H 4.800 -8.522 3.858 0.101
H 7.193 -7.896 3.767 0.101
H 7.944 -6.119 2.216 0.103
H 6.318 -4.965 0.773 0.103
H 3.038 -3.615 -2.133 0.079
H 3.951 -3.860 -4.384 0.105
H 5.505 -5.721 -4.907 0.101
H 6.139 -7.323 -3.127 0.102
H 5.251 -7.061 -0.852 0.094
H 0.544 -3.680 -0.640 0.086
H -1.273 -5.313 -0.626 0.111
H -2.667 -5.624 1.404 0.103
H -2.210 -4.257 3.426 0.106
H -0.382 -2.626 3.422 0.103
H 1.933 -3.624 3.621 0.107
H 3.048 -3.336 5.795 0.108
H 3.800 -1.091 6.525 0.106
H 3.418 0.871 5.068 0.109
H 2.306 0.587 2.879 0.076
Cl 0.088 2.293 1.738 0.650
C 0.799 3.552 0.744 -0.604
C 0.880 4.804 1.306 -0.174
C 1.527 5.829 0.622 -0.144
C 2.180 5.537 -0.589 -0.161
C 2.100 4.280 -1.136 -0.634
Cl 3.108 3.959 -2.521 0.663
C 1.333 3.237 -0.533 -0.353
N 1.121 1.943 -1.164 -0.017
C 0.542 1.958 -2.492 -0.261
C -0.410 2.930 -2.782 -0.034
C -0.963 3.022 -4.043 -0.083
C -0.567 2.134 -5.035 -0.084
C 0.356 1.146 -4.729 -0.026
C 0.917 1.034 -3.458 -0.173
C 1.834 -0.126 -3.161 -0.049
C 0.972 -1.277 -2.617 -0.612
O 0.531 -2.110 -3.389 0.064
O 0.760 -1.273 -1.320 -0.291
H 0.447 4.977 2.285 0.093
H 1.579 6.825 1.047 0.081
H 2.786 6.285 -1.085 0.092
H 1.981 1.401 -1.136 0.096
H -0.705 3.623 -2.000 0.130
H -1.691 3.798 -4.257 0.105
H -0.969 2.214 -6.040 0.100
H 0.654 0.429 -5.486 0.118
H 2.621 0.114 -2.439 0.111
H 2.298 -0.484 -4.077 0.122

20
Properties=species:S:1:pos:R:3:nbo_charge:R:1 method="wB97M-V/def2-TZVPD" homo_lumo_gap_ha=0.337 smiles="CP=C(C)C.C=C" e_above_lowest_kj_mol=293.5 homo_energy_ev=-8.665
C 1.438 2.351 -0.222 -0.892
P 0.487 0.997 0.937 0.569
C 0.995 -0.450 0.172 -0.341
C 1.989 -0.749 -0.932 -0.666
C 0.454 -1.805 0.776 -0.663
H 1.100 3.298 0.131 0.216
H 2.547 2.201 0.001 0.229
H 1.029 2.248 -1.219 0.224
H 2.777 0.026 -1.074 0.220
H 2.543 -1.695 -0.637 0.212
H 1.661 -0.857 -1.878 0.226
H -0.651 -1.715 0.800 0.232
H 0.796 -2.077 1.789 0.230
H 0.886 -2.630 0.015 0.205
C -3.553 -0.479 -0.475 -0.390
C -3.298 0.743 -0.008 -0.352
H -2.716 -0.930 -0.915 0.180
H -4.446 -0.980 -0.555 0.198
H -4.286 1.340 0.369 0.162
H -2.505 1.362 0.140 0.200

50
Properties=species:S:1:pos:R:3:nbo_charge:R:1 method="wB97M-V/def2-TZVPD" homo_lumo_gap_ha=0.222 homo_energy_ev=-4.267 total_charge=-1
C 1.164 -0.491 -2.161 -0.278
O 2.211 -0.846 -1.195 -0.598
C 2.916 0.321 -0.656 -0.077
C 2.644 1.738 -1.430 -0.480
C 3.663 2.944 -0.878 -0.722
P 3.322 4.466 -2.046 0.476
I 1.722 5.474 -0.466 -0.488
H 0.594 -1.510 -2.416 0.178
H 0.324 0.226 -1.738 0.193
H 1.588 -0.124 -3.215 0.188
H 2.699 0.411 0.491 0.179
H 4.081 0.091 -0.777 0.173
H 2.890 1.659 -2.595 0.220
H 1.554 2.102 -1.209 0.224
H 4.784 2.619 -1.022 0.197
H 3.421 3.281 0.217 0.213
H 2.224 3.733 -2.671 -0.163
H 3.061 5.519 -3.035 -0.128
H 4.427 5.226 -1.466 -0.142
H 4.205 3.838 -3.021 -0.155
C 0.625 -4.274 -0.739 -0.405
Cl 1.274 -5.911 -0.585 -0.039
Cl -0.835 -4.260 -1.735 -0.046
H 0.382 -3.893 0.255 0.236
H 1.380 -3.635 -1.205 0.244
C -3.386 -3.776 1.127 -0.406
Cl -2.711 -2.170 1.432 -0.011
Cl -3.639 -4.657 2.638 -0.056
H -4.344 -3.667 0.613 0.229
H -2.692 -4.339 0.498 0.230
C -5.881 -0.774 -0.288 -0.399
Cl -4.820 0.089 0.832 -0.003
Cl -5.029 -2.114 -1.066 -0.030
H -6.736 -1.170 0.265 0.219
H -6.228 -0.080 -1.057 0.226
C -1.716 7.161 -2.086 -0.400
Cl -3.275 6.329 -2.045 -0.049
Cl -1.503 8.038 -3.607 -0.042
H -1.669 7.871 -1.257 0.220
H -0.916 6.423 -1.986 0.261
C 3.030 -3.415 2.380 -0.403
Cl 1.471 -4.247 2.421 -0.036
Cl 3.243 -2.539 0.860 0.010
H 3.077 -2.705 3.209 0.223
H 3.830 -4.153 2.480 0.218
C -3.342 -3.082 5.921 -0.400
Cl -3.178 -1.508 5.135 -0.014
Cl -2.736 -3.030 7.581 -0.035
H -4.398 -3.364 5.937 0.219
H -2.770 -3.823 5.357 0.228

102
Properties=species:S:1:pos:R:3:lowdin_charge:R:1 method="wB97M-V/def2-TZVPD" s2=3.812 spin_multiplicity=4 homo_lumo_gap_ha="0.213 / 0.278" e_above_lowest_kj_mol=110.8 homo_energy_ev="-5.576 / -7.497"
V -1.195 -0.023 0.626 0.573
O 2.810 1.282 0.313 0.037
C 3.066 1.490 1.626 -0.256
C 4.286 2.041 2.009 -0.015
C 4.552 2.276 3.342 -0.092
C 3.621 1.944 4.313 -0.096
C 2.412 1.392 3.941 -0.031
C 2.115 1.181 2.602 -0.091
C 0.730 0.688 2.229 -0.392
O 0.355 0.876 0.927 -0.312
N 0.587 -0.743 2.561 0.020
N -0.284 -1.329 1.681 -0.169
C -0.186 -2.625 1.485 -0.190
C -0.970 -3.376 0.604 -0.565
Br -2.252 -2.393 -0.481 0.881
C -0.879 -4.716 0.343 -0.136
C -0.206 -5.707 1.142 -0.238
C 0.321 -6.842 0.510 -0.046
C 0.862 -7.874 1.245 -0.093
C 0.877 -7.812 2.632 -0.099
C 0.379 -6.689 3.274 -0.087
C -0.150 -5.647 2.541 -0.045
H 1.840 1.072 0.278 0.061
H 5.009 2.287 1.248 0.111
H 5.487 2.733 3.625 0.100
H 3.819 2.133 5.357 0.098
H 1.667 1.140 4.681 0.115
H 0.016 1.230 2.890 0.120
H 1.482 -1.237 2.641 0.141
H 0.613 -3.167 1.995 0.131
H -1.391 -5.086 -0.535 0.091
H 0.311 -6.885 -0.570 0.109
H 1.269 -8.733 0.734 0.100
H 1.268 -8.635 3.210 0.096
H 0.396 -6.626 4.356 0.103
H -0.578 -4.799 3.055 0.095
O -2.848 0.130 1.165 -0.358
C -3.213 0.604 2.401 -0.592
C -4.713 0.786 2.514 -0.458
C -5.480 0.725 3.637 -0.118
C -6.847 0.959 3.371 -0.184
C -7.090 1.197 2.058 -0.411
S -5.651 1.144 1.112 1.070
C -2.762 -0.424 3.427 -0.458
C -3.054 -1.752 3.340 -0.118
C -2.434 -2.532 4.341 -0.179
C -1.676 -1.785 5.183 -0.388
S -1.710 -0.117 4.768 1.004
C -2.592 1.972 2.599 -0.468
C -2.164 2.804 1.609 -0.135
C -1.651 4.025 2.100 -0.168
C -1.738 4.122 3.448 -0.390
S -2.457 2.728 4.150 1.020
H -5.077 0.517 4.613 0.117
H -7.609 0.936 4.130 0.099
H -8.029 1.411 1.585 0.056
H -3.704 -2.149 2.576 0.125
H -2.554 -3.598 4.416 0.099
H -1.103 -2.110 6.030 0.061
H -2.246 2.579 0.556 0.054
H -1.238 4.794 1.476 0.101
H -1.424 4.920 4.090 0.060
C 2.381 5.112 -3.600 -0.098
C 1.094 4.301 -3.693 -0.246
C 0.387 4.107 -2.350 -0.177
C 1.067 3.090 -1.427 -0.148
N 1.193 1.812 -2.080 -0.013
C 0.172 0.949 -2.294 -0.570
Se -1.538 1.127 -1.634 0.861
N 0.605 -0.056 -3.098 -0.002
C -0.244 -1.084 -3.654 -0.147
C -1.095 -0.539 -4.807 -0.183
C -0.277 -0.041 -5.999 -0.250
C 0.239 -1.172 -6.880 -0.102
C 1.934 0.159 -3.390 -0.140
C 2.845 -0.546 -4.164 0.000
C 4.128 -0.038 -4.261 -0.074
C 4.505 1.116 -3.580 -0.069
C 3.611 1.817 -2.795 0.000
C 2.311 1.341 -2.726 -0.155
H 2.846 5.184 -4.580 0.074
H 3.096 4.646 -2.928 0.048
H 2.174 6.118 -3.243 0.075
H 1.310 3.327 -4.138 0.097
H 0.408 4.815 -4.369 0.109
H -0.632 3.757 -2.535 0.080
H 0.327 5.060 -1.825 0.119
H 0.463 2.963 -0.521 0.107
H 2.066 3.417 -1.139 0.125
H -0.914 -1.452 -2.868 0.061
H 0.399 -1.899 -3.990 0.125
H -1.706 0.276 -4.413 0.077
H -1.772 -1.331 -5.128 0.120
H 0.562 0.563 -5.647 0.095
H -0.909 0.611 -6.604 0.108
H 0.873 -1.855 -6.322 0.054
H 0.822 -0.767 -7.702 0.073
H -0.591 -1.737 -7.294 0.075
H 2.573 -1.455 -4.675 0.104
H 4.856 -0.559 -4.863 0.106
H 5.519 1.470 -3.669 0.106
H 3.920 2.686 -2.240 0.107

19
Properties=species:S:1:pos:R:3:nbo_charge:R:1 method="wB97M-V/def2-TZVPD" homo_lumo_gap_ha=0.265 e_above_lowest_kj_mol=534.7 homo_energy_ev=-3.654 total_charge=-1
C 1.606 0.165 -1.004 0.102
N 1.364 1.304 -0.408 -0.624
C 0.306 -0.486 1.251 -0.648
C 0.070 0.446 0.059 -0.137
C -0.949 -0.057 -0.988 -0.080
O -2.240 -0.139 -0.430 -0.791
H 1.484 0.228 -2.104 0.130
H 1.775 3.154 0.802 0.053
H 2.404 -0.554 -0.741 0.141
H 1.726 3.902 0.778 -0.064
H 1.249 -0.188 1.709 0.198
H 0.451 -1.497 0.851 0.230
H -0.554 -0.589 1.902 0.251
H -0.438 1.329 0.464 0.278
H -0.637 -1.055 -1.326 0.175
H -0.961 0.625 -1.840 0.156
H -2.655 -2.963 0.577 0.410
H -2.202 -1.070 -0.022 0.518
O -1.799 -2.555 0.468 -1.300

14
Properties=species:S:1:pos:R:3:nbo_charge:R:1 method="wB97M-V/def2-TZVPD" homo_lumo_gap_ha=0.377 e_above_lowest_kj_mol=415.7 homo_energy_ev=-9.607
C -1.954 0.943 0.061 -0.646
C -0.955 -0.129 0.337 0.372
O -0.341 -0.577 -0.858 -0.531
C 1.852 -1.234 -0.057 -0.218
C 0.889 -0.204 -0.233 0.516
N 2.022 0.406 -0.723 -0.598
O 0.264 0.366 0.886 -0.532
H -2.238 1.448 0.986 0.220
H -2.830 0.493 -0.410 0.222
H -1.499 1.655 -0.634 0.224
H -1.330 -0.947 0.968 0.146
H 2.122 -1.812 -0.929 0.224
H 1.876 -1.762 0.909 0.219
H 2.121 1.354 -0.305 0.382

72
Properties=species:S:1:pos:R:3:lowdin_charge:R:1 method="wB97M-V/def2-TZVPD" homo_lumo_gap_ha=0.232 homo_energy_ev=-5.265 total_charge=-1
C 0.296 -1.853 -2.158 -0.147
C 1.609 -1.119 -2.348 -0.277
C 2.763 -1.510 -1.399 -0.312
C 2.391 -2.196 -0.077 -0.403
Nb 1.747 -0.778 1.574 1.442
N 2.521 -2.174 2.996 -0.256
F 1.047 0.291 3.130 -0.576
I -0.785 -2.138 1.567 -0.090
C 3.741 0.273 1.499 -0.295
C 3.781 1.700 2.064 -0.269
O 2.587 2.471 1.879 -0.069
C 2.356 2.842 0.627 -0.435
O 3.158 3.270 -0.114 0.091
H -0.274 -1.771 -3.075 0.058
H 0.424 -2.902 -1.951 0.057
H -0.290 -1.359 -1.405 0.000
H 1.477 -0.052 -2.335 0.081
H 1.949 -1.347 -3.352 0.085
H 3.440 -2.170 -1.933 0.085
H 3.331 -0.615 -1.215 0.058
H 3.315 -2.619 0.318 0.021
H 1.714 -3.025 -0.189 -0.015
H 1.113 0.390 0.327 -0.077
H 2.258 -1.828 3.916 -0.035
H 3.536 -2.177 3.024 -0.050
H 4.181 0.316 0.512 0.030
H 4.419 -0.319 2.094 0.027
H 4.576 2.230 1.561 0.098
H 4.061 1.683 3.098 0.103
H 1.323 2.726 0.319 0.106
C -2.452 7.305 -0.972 -0.076
C -3.006 6.330 -0.156 -0.066
C -2.619 5.010 -0.292 -0.001
C -1.679 4.678 -1.245 -0.142
C -1.111 5.633 -2.065 -0.003
C -1.503 6.956 -1.925 -0.072
N -1.277 3.267 -1.375 -0.349
O -1.840 2.466 -0.656 0.078
O -0.422 2.997 -2.197 0.080
H -2.756 8.338 -0.864 0.103
H -3.745 6.594 0.588 0.102
H -3.053 4.251 0.341 0.105
H -0.376 5.358 -2.807 0.119
H -1.069 7.714 -2.562 0.103
C 2.686 -7.821 -0.605 -0.080
C 2.092 -6.939 0.288 -0.058
C 2.874 -6.068 1.028 0.008
C 4.245 -6.094 0.856 -0.146
C 4.855 -6.967 -0.024 -0.012
C 4.066 -7.837 -0.758 -0.079
N 5.064 -5.147 1.626 -0.344
O 4.469 -4.428 2.397 0.069
O 6.270 -5.137 1.429 0.063
H 2.071 -8.496 -1.186 0.102
H 1.017 -6.925 0.404 0.110
H 2.415 -5.375 1.720 0.125
H 5.928 -6.972 -0.144 0.115
H 4.527 -8.525 -1.453 0.101
C -6.440 0.242 -0.060 -0.062
C -5.484 0.998 0.604 -0.044
C -5.654 2.366 0.735 0.001
C -6.783 2.958 0.198 -0.149
C -7.741 2.221 -0.472 -0.013
C -7.564 0.854 -0.600 -0.071
N -6.966 4.411 0.347 -0.347
O -6.088 5.024 0.923 0.064
O -7.974 4.911 -0.117 0.071
H -6.307 -0.827 -0.158 0.110
H -4.606 0.522 1.020 0.119
H -4.910 2.954 1.249 0.112
H -8.614 2.698 -0.891 0.115
H -8.305 0.263 -1.120 0.104

22
Properties=species:S:1:pos:R:3:nbo_charge:R:1 method="wB97M-V/def2-TZVPD" homo_lumo_gap_ha=0.367 smiles="CC(C)CC=O.O.O" e_above_lowest_kj_mol=214.3 homo_energy_ev=-9.725
C -1.152 -0.347 -1.990 -0.608
C -0.377 -1.339 -1.099 -0.195
C 1.168 -1.156 -1.350 -0.605
C -0.910 -1.244 0.300 -0.520
C 0.310 -1.336 1.175 0.453
O 0.701 -2.425 1.457 -0.539
H -2.201 -0.445 -2.014 0.216
H -0.687 -0.166 -2.968 0.211
H -1.058 0.685 -1.519 0.194
H -0.722 -2.402 -1.470 0.201
H 1.387 0.011 -1.069 0.181
H 1.613 -1.879 -0.739 0.225
H 1.388 -1.154 -2.366 0.219
H -1.619 -2.153 0.408 0.247
H -1.362 -0.298 0.466 0.219
H 0.964 -0.421 1.522 0.102
O 1.710 2.320 1.610 -0.971
H 2.124 1.353 1.349 0.487
H 1.865 2.457 2.639 0.488
O -1.334 3.247 1.783 -0.961
H -1.313 3.933 2.282 0.457
H -0.495 2.759 1.594 0.501